# 1
113
Properties=species:S:1:pos:R:3 method="wB97M-V/def2-TZVPD" total_charge=+2 lumo_energy_ev=-6.0 homo_lumo_gap_ev=6.136 e_above_lowest_kj_mol=16.81 total_energy_ev=-118985.8788 homo_ev=-12.12
Sn -0.69 0.25 0.68
C 2.79 2.56 -3.22
C 2.30 1.17 -3.47
C 2.29 0.59 -4.71
C 1.77 -0.72 -4.90
N 1.27 -1.39 -3.91
N 1.31 -0.83 -2.69
B 0.93 -1.76 -1.60
N 2.03 -2.26 -0.72
N 3.02 -2.72 -1.48
C 4.04 -3.31 -0.91
C 4.13 -3.35 0.51
C 3.11 -2.87 1.29
C 3.17 -2.90 2.78
C 1.98 -2.35 0.62
S 0.57 -1.89 1.49
C 5.09 -3.95 -1.79
C 6.44 -3.23 -1.58
C 5.23 -5.42 -1.38
C 4.69 -3.87 -3.26
N -0.23 -2.63 -1.80
N 0.06 -3.94 -1.70
C -0.76 -4.80 -2.22
C -1.96 -4.36 -2.85
C -2.33 -3.05 -2.84
C -3.64 -2.59 -3.40
C -1.42 -2.13 -2.23
S -1.74 -0.50 -1.96
C -0.36 -6.26 -2.20
C 0.25 -6.55 -3.59
C 0.68 -6.52 -1.11
C -1.58 -7.16 -1.97
C 1.79 0.39 -2.40
S 1.75 0.89 -0.78
C 1.80 -1.39 -6.27
C 1.25 -2.82 -6.19
C 3.26 -1.43 -6.75
C 0.94 -0.56 -7.24
H 3.07 3.05 -4.14
H 3.65 2.54 -2.54
H 2.02 3.14 -2.71
H 2.66 1.15 -5.56
H 5.02 -3.74 0.97
H 4.15 -3.23 3.12
H 2.40 -3.56 3.18
H 2.97 -1.90 3.18
H 6.75 -3.27 -0.53
H 6.38 -2.19 -1.89
H 7.20 -3.73 -2.17
H 5.59 -5.53 -0.36
H 5.94 -5.92 -2.04
H 4.27 -5.95 -1.46
H 4.60 -2.83 -3.59
H 3.73 -4.36 -3.43
H 5.44 -4.37 -3.87
H -2.61 -5.09 -3.32
H -3.78 -2.99 -4.41
H -3.70 -1.51 -3.44
H -4.46 -2.96 -2.79
H 1.12 -5.92 -3.77
H -0.48 -6.38 -4.38
H 0.56 -7.60 -3.64
H 1.58 -5.91 -1.28
H 0.97 -7.57 -1.11
H 0.28 -6.27 -0.13
H -2.22 -7.21 -2.85
H -2.17 -6.82 -1.12
H -1.24 -8.18 -1.76
H 1.86 -3.42 -5.51
H 1.28 -3.27 -7.18
H 0.23 -2.83 -5.82
H 3.88 -1.98 -6.05
H 3.67 -0.43 -6.87
H 3.30 -1.92 -7.72
H -0.09 -0.52 -6.91
H 0.97 -1.03 -8.23
H 1.32 0.46 -7.34
C -2.23 3.88 1.94
N -2.81 3.14 3.03
C -4.01 3.64 3.71
C -4.19 2.67 4.89
N -2.96 1.89 4.82
C -2.23 2.16 3.74
S -0.79 1.35 3.37
H -2.03 4.91 2.25
H -2.90 3.89 1.08
H -1.28 3.41 1.66
H -4.86 3.63 3.03
H -3.85 4.67 4.03
H -5.06 2.02 4.75
H -4.29 3.18 5.84
H -2.71 1.18 5.48
S -6.51 -3.24 2.56
C -5.01 -2.48 2.08
C -3.91 -3.15 1.53
C -2.79 -2.43 1.21
N -2.68 -1.11 1.37
C -3.74 -0.46 1.88
C -4.90 -1.10 2.26
C -6.31 -4.86 1.81
C -6.65 -5.01 0.48
C -6.40 -6.25 -0.11
N -5.85 -7.27 0.55
C -5.58 -7.11 1.84
C -5.80 -5.92 2.53
H -3.93 -4.22 1.37
H -1.92 -2.94 0.80
H -3.64 0.61 1.96
H -5.73 -0.54 2.66
H -7.09 -4.20 -0.08
H -6.64 -6.42 -1.15
H -5.16 -7.97 2.35
H -5.56 -5.84 3.58

***

# 2
21
Properties=species:S:1:pos:R:3 method="wB97M-V/def2-TZVPD" total_charge=+2 lumo_energy_ev="-9.5 / -8.3" homo_lumo_gap_ev="7.987 / 9.194" total_energy_ev=-24748.3940 homo_ev="-17.50 / -17.46" multiplicity=4
C -2.56 1.20 0.75
O -1.35 0.50 0.52
C -0.10 1.03 1.21
H -2.48 2.11 0.15
H -3.38 0.59 0.37
H -2.70 1.43 1.82
H 0.00 2.05 0.79
H -0.41 1.16 2.25
C 1.06 -1.55 -2.26
O 0.67 -1.02 -0.99
C 1.57 -0.03 -0.48
C 1.22 0.32 0.95
H 0.32 -2.30 -2.56
H 1.11 -0.74 -3.00
H 2.04 -2.04 -2.16
H 1.52 0.86 -1.13
H 2.58 -0.45 -0.52
H 2.01 0.98 1.31
H 1.27 -0.59 1.58
H -0.99 -1.90 1.68
Nd -1.41 -1.60 -0.29

***

# 3
44
Properties=species:S:1:pos:R:3 method="wB97M-V/def2-TZVPD" smiles="CCOc1cc(Br)c(COc2ccc(C)nc2[N+](=O)[O-])cc1OCC" lumo_energy_ev=-0.1 homo_lumo_gap_ev=8.300 e_above_lowest_kj_mol=528.68 total_energy_ev=-101193.8890 homo_ev=-8.37
C -1.21 1.94 4.66
C -0.10 2.42 3.74
O 0.73 1.37 3.28
C 0.28 0.52 2.33
C -0.90 0.66 1.61
C -1.24 -0.27 0.63
Br -2.88 0.04 -0.31
C -0.44 -1.36 0.36
C -0.74 -2.36 -0.73
O -0.04 -2.05 -1.94
C -0.44 -0.91 -2.56
C 0.14 0.33 -2.24
C -0.26 1.46 -2.92
C -1.22 1.36 -3.94
C -1.70 2.55 -4.69
N -1.73 0.19 -4.26
C -1.37 -0.90 -3.60
N -2.01 -2.12 -4.06
O -2.19 -2.23 -5.25
O -2.32 -2.94 -3.22
C 0.75 -1.49 1.08
C 1.13 -0.58 2.05
O 2.25 -0.65 2.80
C 3.21 -1.65 2.56
C 4.06 -1.36 1.32
H -0.79 1.39 5.50
H -1.77 2.79 5.03
H -1.90 1.27 4.13
H -0.50 2.99 2.89
H 0.59 3.07 4.29
H -1.56 1.49 1.79
H -1.81 -2.43 -0.93
H -0.37 -3.35 -0.46
H 0.88 0.37 -1.47
H 0.17 2.42 -2.68
H -2.32 2.22 -5.52
H -2.30 3.18 -4.04
H -0.87 3.13 -5.06
H 1.37 -2.34 0.85
H 3.85 -1.64 3.45
H 2.74 -2.64 2.49
H 4.53 -0.39 1.42
H 4.84 -2.12 1.23
H 3.46 -1.37 0.42

***

# 4
61
Properties=species:S:1:pos:R:3 method="wB97M-V/def2-TZVPD" total_charge=+1 lumo_energy_ev=-5.2 homo_lumo_gap_ev=6.797 e_above_lowest_kj_mol=0.00 total_energy_ev=-135407.8116 homo_ev=-11.99
Pd 0.37 0.34 1.11
C 2.19 -1.23 -2.53
C 2.55 0.09 -1.84
C 1.63 1.17 -2.42
C 4.02 0.40 -2.18
P 2.38 -0.05 0.04
C 3.52 1.16 0.78
C 3.61 2.43 0.22
C 4.44 3.40 0.76
C 5.19 3.12 1.88
C 5.12 1.86 2.46
C 4.29 0.89 1.92
C 2.77 -1.76 0.72
C 2.33 -1.76 2.20
C 4.27 -2.06 0.55
C 1.99 -2.92 0.08
H 2.16 -1.03 -3.60
H 1.22 -1.63 -2.25
H 2.95 -1.99 -2.37
H 1.88 1.27 -3.48
H 1.73 2.15 -1.96
H 0.58 0.88 -2.35
H 4.13 0.27 -3.26
H 4.72 -0.28 -1.69
H 4.31 1.42 -1.94
H 3.01 2.70 -0.64
H 4.48 4.38 0.30
H 5.84 3.87 2.31
H 5.71 1.63 3.34
H 4.28 -0.08 2.40
H 2.58 -0.88 2.78
H 2.77 -2.64 2.68
H 1.24 -1.90 2.26
H 4.94 -1.29 0.92
H 4.51 -2.23 -0.50
H 4.49 -2.99 1.08
H 0.92 -2.75 0.06
H 2.17 -3.79 0.71
H 2.33 -3.18 -0.92
S -0.75 -0.84 -0.48
C -2.31 -0.56 0.09
N -3.39 -0.39 0.44
C -0.37 0.14 4.98
S -0.32 1.21 3.59
O -0.66 2.53 3.99
O 1.06 1.08 2.98
O -1.19 0.59 2.53
H 0.32 0.53 5.72
H -0.10 -0.86 4.68
H -1.39 0.17 5.37
Br -0.76 6.57 -0.86
C -0.43 4.78 -0.36
C 0.52 4.51 0.60
C 0.78 3.20 0.98
C 0.07 2.20 0.34
C -0.92 2.44 -0.59
C -1.16 3.76 -0.95
H 1.06 5.31 1.09
H 1.49 2.99 1.76
H -1.51 1.66 -1.05
H -1.92 3.98 -1.69

***

# 5
122
Properties=species:S:1:pos:R:3 method="wB97M-V/def2-TZVPD" total_charge=-1 lumo_energy_ev="2.1 / 2.0" homo_lumo_gap_ev="1.470 / 8.813" e_above_lowest_kj_mol=289.04 total_energy_ev=-56760.4768 homo_ev="0.59 / -6.81" multiplicity=2
C 31.28 5.41 -11.37
C 32.61 5.53 -10.62
O 32.81 4.34 -9.97
H 31.16 4.46 -11.90
H 31.17 6.23 -12.09
H 30.48 5.40 -10.62
H 32.64 6.37 -9.92
H 33.40 5.60 -11.37
H 33.72 4.08 -9.82
C 24.49 8.07 -13.10
C 25.53 9.09 -12.57
O 25.76 10.19 -13.42
H 24.61 7.75 -14.13
H 23.50 8.51 -12.98
H 24.48 7.23 -12.41
H 26.42 8.55 -12.25
H 25.07 9.44 -11.65
H 25.04 10.83 -13.33
C 25.60 -0.61 -9.62
C 24.34 0.29 -9.81
O 23.81 0.02 -11.12
H 25.97 -0.60 -8.59
H 26.40 -0.07 -10.13
H 25.71 -1.64 -9.98
H 24.58 1.35 -9.69
H 23.66 -0.07 -9.04
H 24.43 0.06 -11.85
C 25.65 0.13 -15.06
C 26.27 -0.26 -13.75
O 25.97 0.74 -12.85
H 25.81 -0.53 -15.92
H 26.08 1.03 -15.51
H 24.58 0.26 -14.92
H 27.36 -0.29 -13.82
H 25.80 -1.19 -13.45
H 26.62 1.37 -12.54
C 23.20 9.31 -9.22
C 23.65 7.89 -9.01
O 24.41 7.84 -7.89
H 24.03 9.96 -9.51
H 22.59 9.76 -8.44
H 22.55 9.22 -10.09
H 24.22 7.65 -9.91
H 22.84 7.16 -9.00
H 25.34 8.00 -8.04
C 29.48 -1.89 -8.16
C 29.60 -0.61 -7.40
O 30.65 -0.54 -6.63
H 29.51 -2.72 -7.45
H 30.30 -2.07 -8.86
H 28.49 -1.82 -8.59
H 28.78 -0.28 -6.76
H 29.72 0.19 -8.13
H 31.39 -0.50 -7.24
C 30.79 9.05 -12.72
C 30.45 8.23 -13.96
C 28.98 7.99 -14.21
O 28.74 7.27 -15.43
C 27.34 7.37 -15.64
N 30.98 8.88 -15.07
H 30.36 10.05 -12.78
H 31.85 9.14 -12.50
H 30.37 8.67 -11.79
H 30.91 7.24 -13.97
H 28.52 8.98 -14.32
H 28.40 7.52 -13.41
H 26.96 8.34 -15.95
H 26.76 7.02 -14.79
H 27.21 6.79 -16.55
H 30.55 8.37 -15.83
H 31.92 8.56 -15.19
C 26.34 4.82 -12.66
C 26.39 4.55 -11.19
C 27.59 3.64 -10.79
O 27.64 2.38 -11.48
C 28.91 1.67 -11.37
N 26.31 5.79 -10.40
H 27.20 5.40 -12.99
H 25.41 5.24 -13.06
H 26.58 3.87 -13.13
H 25.52 4.05 -10.77
H 27.56 3.38 -9.73
H 28.51 4.16 -11.04
H 28.95 1.22 -10.38
H 29.69 2.37 -11.65
H 28.89 0.81 -12.04
H 26.26 5.64 -9.41
H 26.99 6.50 -10.62
C 27.04 4.72 -4.34
C 27.32 5.12 -5.77
C 26.38 4.49 -6.81
O 26.09 3.22 -6.43
C 26.72 2.13 -7.18
N 27.23 6.54 -5.71
H 25.97 4.81 -4.17
H 27.40 5.29 -3.49
H 27.24 3.67 -4.12
H 28.33 4.71 -5.89
H 26.83 4.56 -7.80
H 25.49 5.12 -6.86
H 26.52 2.18 -8.25
H 26.40 1.20 -6.70
H 27.79 2.25 -6.99
H 26.25 6.76 -5.60
H 27.76 6.84 -4.91
C 28.57 2.98 -15.99
C 29.91 3.46 -15.37
C 31.21 2.63 -15.67
O 30.96 1.31 -15.21
C 32.00 0.55 -15.40
N 30.02 4.84 -15.87
H 28.24 2.01 -15.62
H 28.72 2.79 -17.05
H 27.68 3.58 -15.83
H 29.82 3.56 -14.29
H 32.04 3.19 -15.22
H 31.40 2.64 -16.74
H 32.03 0.34 -16.47
H 31.79 -0.36 -14.84
H 33.01 0.88 -15.15
H 30.60 5.57 -15.47
H 29.11 5.29 -15.89

***

# 6
20
Properties=species:S:1:pos:R:3 method="wB97M-V/def2-TZVPD" lumo_energy_ev=-3.3 homo_lumo_gap_ev=5.082 e_above_lowest_kj_mol=773.19 total_energy_ev=-10400.4105 homo_ev=-8.35
C 2.14 2.39 -1.30
C 1.12 1.71 -0.40
N 0.50 0.60 -0.99
C -1.40 -1.00 -0.97
C -0.51 0.05 -0.28
C -0.12 -0.71 1.08
N 1.00 -1.07 1.49
O -2.29 -1.97 1.37
H 2.84 1.65 -1.70
H 2.71 3.10 -0.71
H 1.75 2.86 -2.19
H 1.67 1.42 0.51
H 0.37 2.44 -0.06
H -2.93 -2.40 1.95
H -1.17 -1.15 -2.03
H -2.44 -0.68 -0.83
H -1.30 -1.90 -0.41
H -1.23 0.86 -0.01
H -1.07 -1.01 1.62
H 1.75 -0.87 0.81